(1)
The following is a DFT calculation (the ωB97M-V functional and the def2-TZVPD basis) of a cluster of 2 separate species, C5H13N in total.

Its frontier orbital gap is 10.642 eV. Its relative energy (zero: lowest compared OMol25 entry of this formula, charge and spin) is 1.5751 eV. The multiplicity is 1. Its LUMO energy is 1.155 eV. Its highest occupied orbital energy is -0.3486 Ha. For the largest force on an atom, the calculation gives 1.643 eV/A. The structure (SMILES) is CCCN.C=C. The charge is 0. The electronic energy is -253.00520 Ha.

XYZ file:
```
19
C5H13N | the Open Molecules 2025 dataset | the ωB97M-V functional and the def2-TZVPD basis
H -0.4839 -0.7846 1.1320
H 2.5375 -0.4423 1.8427
N -0.3375 1.7830 -0.0149
H -1.2767 1.3877 -0.0090
H 1.2675 -0.4511 3.1555
H -0.3845 -0.5044 -3.9952
H -1.7913 0.4930 -3.1345
H -0.6056 -2.1880 -2.1392
C -1.0866 -0.3435 -3.1445
C -1.2782 -1.3316 -2.2524
H -0.5505 2.7685 0.1479
H -0.0778 1.4518 2.1639
C 0.5114 -0.3006 1.0982
H 1.5069 -1.9374 2.1268
H 1.3488 1.6746 1.1324
C 0.3456 1.2311 1.1670
H 0.9151 -0.4893 0.0772
H -2.0557 -1.1936 -1.4860
C 1.4956 -0.8231 2.1322
```

=====

(2)
The following is a DFT calculation (the ωB97M-V functional and the def2-TZVPD basis) of an isolated molecule of C5H13N.

Its frontier orbital gap is 9.957 eV. Its relative energy (zero: lowest compared OMol25 entry of this formula, charge and spin) is 0.5382 eV. The multiplicity is 1. Its LUMO energy is 1.133 eV. Its highest occupied orbital energy is -0.3243 Ha. For the largest force on an atom, the calculation gives 2.712 eV/A. The structure (SMILES) is CC(C)[C@H](C)N. The charge is 0. The electronic energy is -253.04330 Ha.

XYZ file:
```
19
C5H13N | the Open Molecules 2025 dataset | the ωB97M-V functional and the def2-TZVPD basis
H -2.7703 -0.8436 0.2149
H 0.3398 0.3057 1.5744
C -1.7480 -0.8204 0.6010
H -1.2547 -1.7736 0.5012
C -0.9078 0.2422 -0.1142
H -1.3469 1.2302 0.0426
H 0.5812 2.3902 -0.1298
C 1.3669 -0.8900 0.2059
H 1.0588 -1.8354 0.6520
H 1.5275 -0.9866 -0.8677
H -1.7797 -0.0242 -1.9911
H -1.9117 -0.5943 1.6638
H -0.2454 -0.7600 -1.8153
H 1.6939 1.3239 -0.8576
H 2.3337 -0.6920 0.6601
H 2.1964 1.8541 0.5963
C 0.4888 0.3188 0.4870
C 1.2577 1.5852 0.1230
N -0.8803 -0.0300 -1.5465
```

=====

(3)
The following is a DFT calculation (the ωB97M-V functional and the def2-TZVPD basis) of an isolated molecule of C5H13N.

Its frontier orbital gap is 8.791 eV. Its relative energy (zero: lowest compared OMol25 entry of this formula, charge and spin) is 2.6655 eV. The multiplicity is 1. Its LUMO energy is 1.024 eV. Its highest occupied orbital energy is -0.2854 Ha. For the largest force on an atom, the calculation gives 4.614 eV/A. The structure (SMILES) is CC(C)N(C)C. The charge is 0. The electronic energy is -252.96513 Ha.

XYZ file:
```
19
C5H13N | the Open Molecules 2025 dataset | the ωB97M-V functional and the def2-TZVPD basis
H -0.7350 -2.4810 -0.7857
H 0.4809 0.0838 -1.5751
H 0.0241 -0.6146 1.7627
H 1.6914 -2.0230 -0.8258
H 0.3686 1.2349 2.1796
C -0.8743 -1.4823 -1.0176
C 0.2478 -0.3464 -0.6171
H 0.3416 2.7282 0.3921
H 1.4708 -1.4462 0.7668
H -1.2566 0.5741 2.1553
H -1.4977 2.3300 0.0342
H 2.2511 -0.2614 -0.1232
C -0.3789 2.1055 -0.1048
H -0.3142 2.1887 -1.1957
C -0.2852 0.4452 1.7781
N -0.3153 0.6903 0.2866
H -1.8972 -0.9962 -0.7487
H -0.9489 -1.6239 -2.1377
C 1.6268 -1.1057 -0.2239
```

=====

Among the records above, which one has the highest frontier orbital gap? number 1

=====

What is the charge in the third record? 0

=====

Which value of electronic energy does entry 2 give? -253.04330 Ha

=====

The highest frontier orbital gap belongs to which entry? number 1